one.
C6H14O2 | ωB97M-V/def2-TZVPD

As for the total charge: 0. As for the SMILES: CC(C)CCC=O.O. The calculation puts the molar mass at 118.18 g/mol.

Each line ends with the Löwdin charge.
Geometry (Å):
O  2.9027  2.5479  -1.3537  0.06
H  -4.7136  2.9566  -1.4771  0.03
C  -0.3386  -0.6436  1.6973  -0.11
H  -1.3030  -0.0648  1.5879  0.08
O  -5.0145  3.4759  -0.7228  -0.10
H  0.4073  -0.2146  2.5124  0.10
H  2.1233  0.7977  -2.1111  0.11
H  1.5487  -0.7994  -1.2182  0.06
C  1.0658  -0.3320  -0.4431  -0.25
H  -5.9813  3.7327  -0.6548  0.07
H  -1.3002  -2.3418  -0.0231  0.08
H  1.3798  -1.8043  1.2798  0.16
C  0.5428  -1.3324  0.5805  -0.44
H  0.0585  0.1279  -0.8636  0.18
H  0.0960  -3.3494  0.3883  0.08
C  2.0672  0.7235  -0.0381  -0.17
H  1.7620  1.3433  0.7075  0.07
C  2.4110  1.4459  -1.2866  -0.28
C  -0.2075  -2.4531  -0.2050  -0.08
H  -0.6917  -1.5199  2.3827  0.08
H  0.1366  -2.5370  -1.2496  0.08
H  3.0488  0.2409  0.5103  0.19


two.
C6H14O2 | ωB97M-V/def2-TZVPD

As for the total charge: 0. As for the SMILES: C/C=C/CCCO.O. The calculation puts the molar mass at 118.18 g/mol.

Each line ends with the Löwdin charge.
Geometry (Å):
H  2.1067  0.8774  2.8254  0.08
H  0.1715  -2.2102  -1.9778  0.03
C  0.3013  0.5095  0.7832  -0.21
H  0.2316  -1.6378  0.9341  0.10
C  -2.2656  1.2558  -2.0437  -0.10
C  -0.9182  0.4994  -0.0874  -0.14
H  1.1808  0.6144  0.1503  0.11
H  -0.1355  1.6263  -1.6332  0.10
H  -2.6608  2.2564  -1.8184  0.08
H  1.9934  -1.4525  3.1114  0.11
C  1.9049  -0.9601  2.1420  -0.23
H  2.4234  -1.4440  1.3185  0.11
C  -0.9828  1.0487  -1.2926  -0.19
H  -0.2410  -0.7702  2.3917  0.10
H  -2.9757  0.5130  -1.7067  0.07
O  -0.0385  -1.7784  -2.8175  -0.07
C  0.4728  -0.7953  1.5733  -0.19
H  0.6025  -1.0450  -2.7588  0.04
H  -1.8533  0.0802  0.2880  0.12
H  0.2280  1.3306  1.4933  0.11
O  2.6241  0.2947  2.2459  -0.10
H  -2.1694  1.1871  -3.1214  0.07


Among the structures above, stability is greatest for two.